A cluster of 13 separate species, C46H125N7O13 in total at a distorted geometry, computed with ωB97M-V/def2-TZVPD.

LUMO energy ... 0.48 eV
ΔE to the lowest compared entry with this formula, charge and spin ... 0.041 eV
Highest occupied orbital energy ... -8.65 eV
Gap between HOMO and LUMO ... 9.13 eV

Bonds (Å) are listed after each position.
CARTESIAN COORDINATES (ANGSTROEM)
1 C 0.997 1.532 1.361  C2 1.488, H5 1.078, H6 1.096, H7 1.078
2 C 0.313 0.245 1.058  C1 1.488, C3 1.542, O4 1.500, H8 1.130
3 C -0.623 0.250 -0.168  C2 1.542, H9 1.115, H10 1.123, H11 1.107
4 O 1.332 -0.849 0.948  C2 1.500, H12 0.993
5 H 1.658 1.489 2.211  C1 1.078
6 H 0.249 2.300 1.588  C1 1.096
7 H 1.596 1.943 0.565  C1 1.078
8 H -0.248 -0.064 1.989  C2 1.130
9 H 0.029 0.231 -1.072  C3 1.115
10 H -1.304 1.142 -0.127  C3 1.123
11 H -1.258 -0.656 -0.197  C3 1.107
12 H 1.889 -0.655 0.148  O4 0.993
13 C -4.176 -1.783 -0.053  C14 1.501, H17 1.110, H18 1.112, H19 1.084
14 C -3.635 -2.694 -1.116  C13 1.501, C15 1.481, O16 1.421, H20 1.127
15 C -4.700 -3.043 -2.084  C14 1.481, H21 1.089, H22 1.107, H23 1.065
16 O -2.482 -2.148 -1.741  C14 1.421, H24 0.998
17 H -3.451 -1.573 0.761  C13 1.110
18 H -5.075 -2.195 0.456  C13 1.112
19 H -4.470 -0.872 -0.562  C13 1.084
20 H -3.313 -3.673 -0.660  C14 1.127
21 H -5.254 -2.243 -2.572  C15 1.089
22 H -5.444 -3.737 -1.649  C15 1.107
23 H -4.379 -3.623 -2.919  C15 1.065
24 H -1.672 -2.681 -1.504  O16 0.998
25 C -1.650 3.954 -0.898  C26 1.473, H29 1.106, H30 1.086, H31 1.094
26 C -2.402 5.078 -0.314  C25 1.473, C27 1.526, O28 1.448, H32 1.145
27 C -3.911 5.058 -0.541  C26 1.526, H33 1.100, H34 1.116, H35 1.113
28 O -2.268 5.094 1.128  C26 1.448, H36 0.965
29 H -2.167 3.009 -0.648  C25 1.106
30 H -0.632 3.901 -0.523  C25 1.086
31 H -1.555 3.930 -1.988  C25 1.094
32 H -2.014 6.048 -0.784  C26 1.145
33 H -4.351 4.163 -0.077  C27 1.100
34 H -4.071 5.038 -1.646  C27 1.116
35 H -4.319 5.990 -0.091  C27 1.113
36 H -1.369 4.802 1.324  O28 0.965
37 C 1.809 3.588 -2.019  C38 1.455, H41 1.071, H42 1.082, H43 1.073
38 C 1.227 2.728 -3.038  C37 1.455, C39 1.539, O40 1.432, H44 1.073
39 C 0.661 3.632 -4.147  C38 1.539, H45 1.083, H46 1.116, H47 1.079
40 O 2.231 1.836 -3.537  C38 1.432, H48 0.968
41 H 1.111 4.390 -1.888  C37 1.071
42 H 2.742 3.961 -2.420  C37 1.082
43 H 2.094 3.030 -1.148  C37 1.073
44 H 0.406 2.164 -2.636  C38 1.073
45 H 0.308 3.053 -4.991  C39 1.083
46 H 1.418 4.335 -4.568  C39 1.116
47 H -0.181 4.222 -3.821  C39 1.079
48 H 2.056 1.487 -4.423  O40 0.968
49 C 2.530 5.695 2.294  C50 1.498, H53 1.074, H54 1.114, H55 1.083
50 C 1.096 6.041 2.034  C49 1.498, C51 1.498, O52 1.455, H56 1.075
51 C 0.983 6.641 0.666  C50 1.498, H57 1.082, H58 1.105, H59 1.108
52 O 0.376 4.777 2.036  C50 1.455, H60 0.995
53 H 2.780 4.871 1.652  C49 1.074
54 H 2.730 5.374 3.342  C49 1.114
55 H 3.170 6.514 1.993  C49 1.083
56 H 0.744 6.621 2.867  C50 1.075
57 H 1.398 5.862 0.039  C51 1.082
58 H 1.665 7.495 0.505  C51 1.105
59 H -0.038 6.919 0.339  C51 1.108
60 H 0.172 4.615 2.997  O52 0.995
61 C 2.839 -5.727 -3.453  C62 1.507, H65 1.097, H66 1.117, H67 1.102
62 C 3.226 -4.294 -3.187  C61 1.507, C63 1.484, O64 1.416, H68 1.099
63 C 2.744 -3.325 -4.201  C62 1.484, H69 1.105, H70 1.062, H71 1.105
64 O 2.806 -3.923 -1.886  C62 1.416, H72 0.959
65 H 3.128 -6.071 -4.454  C61 1.097
66 H 1.732 -5.875 -3.418  C61 1.117
67 H 3.342 -6.306 -2.662  C61 1.102
68 H 4.324 -4.256 -3.216  C62 1.099
69 H 1.641 -3.267 -4.241  C63 1.105
70 H 3.012 -3.509 -5.212  C63 1.062
71 H 3.026 -2.284 -3.962  C63 1.105
72 H 3.374 -4.361 -1.250  O64 0.959
73 C -3.360 0.973 -2.564  C74 1.589, H79 1.094, H80 1.113, H81 1.068
74 C -4.717 0.792 -3.371  C73 1.589, C75 1.524, N78 1.443, H82 1.069
75 C -5.483 2.083 -3.635  C74 1.524, O76 1.408, H83 1.097, H84 1.099
76 O -6.724 1.841 -4.254  C75 1.408, C77 1.421
77 C -7.740 1.335 -3.398  O76 1.421, H85 1.073, H86 1.106, H87 1.072
78 N -4.502 0.122 -4.631  C74 1.443, H88 0.998, H89 0.993
79 H -2.939 -0.001 -2.297  C73 1.094
80 H -3.582 1.504 -1.612  C73 1.113
81 H -2.682 1.577 -3.126  C73 1.068
82 H -5.360 0.229 -2.728  C74 1.069
83 H -4.800 2.594 -4.325  C75 1.097
84 H -5.604 2.689 -2.727  C75 1.099
85 H -8.712 1.580 -3.782  C77 1.073
86 H -7.636 1.702 -2.360  C77 1.106
87 H -7.680 0.265 -3.366  C77 1.072
88 H -4.128 -0.781 -4.430  N78 0.998
89 H -5.353 -0.060 -5.109  N78 0.993
90 C 1.661 2.576 5.241  C91 1.579, H96 1.116, H97 1.100, H98 1.090
91 C 0.326 3.325 5.628  C90 1.579, C92 1.485, N95 1.505, H99 1.113
92 C 0.589 4.653 6.241  C91 1.485, O93 1.430, H100 1.103, H101 1.115
93 O 1.172 4.395 7.521  C92 1.430, C94 1.413
94 C 1.929 5.493 7.987  O93 1.413, H102 1.083, H103 1.111, H104 1.145
95 N -0.480 3.504 4.370  C91 1.505, H105 1.011, H106 1.018
96 H 1.434 1.485 5.168  C90 1.116
97 H 2.454 2.653 5.999  C90 1.100
98 H 1.944 2.951 4.257  C90 1.090
99 H -0.219 2.720 6.386  C91 1.113
100 H -0.341 5.238 6.337  C92 1.103
101 H 1.307 5.201 5.587  C92 1.115
102 H 2.179 5.296 9.022  C94 1.083
103 H 1.334 6.427 7.908  C94 1.111
104 H 2.876 5.616 7.355  C94 1.145
105 H -0.627 2.590 3.963  N95 1.011
106 H -1.404 3.800 4.678  N95 1.018
107 C -1.452 -1.741 5.342  C108 1.557, H113 1.092, H114 1.111, H115 1.107
108 C -1.617 -0.281 4.827  C107 1.557, C109 1.534, N112 1.494, H116 1.106
109 C -2.658 -0.120 3.712  C108 1.534, O110 1.447, H117 1.119, H118 1.080
110 O -2.736 1.257 3.274  C109 1.447, C111 1.425
111 C -3.640 1.409 2.183  O110 1.425, H119 1.088, H120 1.123, H121 1.100
112 N -2.005 0.651 5.930  C108 1.494, H122 0.996, H123 1.018
113 H -0.520 -1.812 5.907  C107 1.092
114 H -1.455 -2.573 4.606  C107 1.111
115 H -2.293 -1.977 6.022  C107 1.107
116 H -0.677 0.027 4.334  C108 1.106
117 H -3.708 -0.383 3.997  C109 1.119
118 H -2.332 -0.724 2.878  C109 1.080
119 H -3.195 0.871 1.348  C111 1.088
120 H -3.589 2.520 2.025  C111 1.123
121 H -4.635 1.009 2.428  C111 1.100
122 H -1.173 0.959 6.382  N112 0.996
123 H -2.488 1.423 5.475  N112 1.018
124 C 3.034 -5.736 5.904  C125 1.549, H130 1.087, H131 1.111, H132 1.062
125 C 2.672 -5.834 4.402  C124 1.549, C126 1.595, N129 1.400, H133 1.095
126 C 2.080 -4.462 3.844  C125 1.595, O127 1.436, H134 1.088, H135 1.090
127 O 3.119 -3.474 3.923  C126 1.436, C128 1.467
128 C 2.827 -2.320 3.066  O127 1.467, H136 1.122, H137 1.082, H138 1.131
129 N 3.720 -6.189 3.544  C125 1.400, H139 0.981, H140 0.984
130 H 2.081 -5.598 6.409  C124 1.087
131 H 3.665 -4.846 6.115  C124 1.111
132 H 3.633 -6.599 6.058  C124 1.062
133 H 1.829 -6.515 4.249  C125 1.095
134 H 1.225 -4.093 4.407  C126 1.088
135 H 1.843 -4.760 2.823  C126 1.090
136 H 2.697 -2.594 1.985  C128 1.122
137 H 3.665 -1.641 3.157  C128 1.082
138 H 1.929 -1.716 3.394  C128 1.131
139 H 4.173 -5.358 3.282  N129 0.981
140 H 4.160 -7.045 3.747  N129 0.984
141 C 5.274 -0.395 -1.889  C142 1.510, H147 1.094, H148 1.075, H149 1.105
142 C 4.165 -0.519 -0.871  C141 1.510, C143 1.551, N146 1.444, H150 1.109
143 C 4.100 0.764 -0.002  C142 1.551, O144 1.427, H151 1.090, H152 1.065
144 O 5.370 1.085 0.562  C143 1.427, C145 1.395
145 C 5.275 2.016 1.596  O144 1.395, H153 1.127, H154 1.085, H155 1.093
146 N 2.840 -0.622 -1.436  C142 1.444, H156 1.013, H157 1.007
147 H 6.285 -0.403 -1.471  C141 1.094
148 H 5.154 0.438 -2.559  C141 1.075
149 H 5.219 -1.309 -2.506  C141 1.105
150 H 4.287 -1.429 -0.249  C142 1.109
151 H 3.369 0.603 0.790  C143 1.090
152 H 3.765 1.567 -0.616  C143 1.065
153 H 4.870 2.988 1.194  C145 1.127
154 H 6.272 2.268 1.945  C145 1.085
155 H 4.669 1.589 2.399  C145 1.093
156 H 2.695 -1.495 -1.929  N146 1.013
157 H 2.640 0.153 -2.048  N146 1.007
158 C -0.228 -0.787 -4.529  C159 1.516, H164 1.114, H165 1.060, H166 1.089
159 C -0.309 -0.063 -5.858  C158 1.516, C160 1.578, N163 1.464, H167 1.105
160 C -0.600 -0.989 -7.102  C159 1.578, O161 1.415, H168 1.110, H169 1.095
161 O 0.364 -2.016 -7.235  C160 1.415, C162 1.468
162 C 0.266 -2.849 -8.440  O161 1.468, H170 1.070, H171 1.050, H172 1.087
163 N -1.206 1.092 -5.802  C159 1.464, H173 1.034, H174 1.053
164 H -1.204 -0.760 -3.993  C158 1.114
165 H 0.566 -0.404 -3.940  C158 1.060
166 H 0.087 -1.811 -4.725  C158 1.089
167 H 0.682 0.341 -6.131  C159 1.105
168 H -0.549 -0.311 -7.980  C160 1.110
169 H -1.644 -1.320 -7.103  C160 1.095
170 H 1.118 -3.494 -8.502  C162 1.070
171 H 0.045 -2.216 -9.248  C162 1.050
172 H -0.545 -3.568 -8.353  C162 1.087
173 H -1.015 1.725 -6.596  N163 1.034
174 H -2.197 0.734 -5.793  N163 1.053
175 C -0.510 -3.999 1.230  C176 1.517, H181 1.093, H182 1.084, H183 1.094
176 C 0.292 -4.249 -0.033  C175 1.517, C177 1.523, N180 1.441, H184 1.125
177 C -0.136 -5.568 -0.662  C176 1.523, O178 1.385, H185 1.113, H186 1.084
178 O -0.261 -6.561 0.295  C177 1.385, C179 1.420
179 C 0.584 -7.698 0.199  O178 1.420, H187 1.080, H188 1.108, H189 1.080
180 N 0.109 -3.162 -0.962  C176 1.441, H190 1.015, H191 1.020
181 H -0.001 -3.187 1.755  C175 1.093
182 H -0.526 -4.922 1.798  C175 1.084
183 H -1.506 -3.573 1.081  C175 1.094
184 H 1.342 -4.390 0.347  C176 1.125
185 H 0.577 -5.851 -1.469  C177 1.113
186 H -1.104 -5.386 -1.113  C177 1.084
187 H 0.620 -8.151 1.179  C179 1.080
188 H 1.590 -7.382 -0.142  C179 1.108
189 H 0.111 -8.434 -0.433  C179 1.080
190 H 0.325 -2.349 -0.394  N180 1.015
191 H 0.752 -3.199 -1.753  N180 1.020